# 1
CH24O10 | ωB97M-V with the def2-TZVPD basis set

Summary:
LUMO   -8.0 eV
Maximum force   1.77 eV/Å
HOMO   -11.15 eV
Relative energy (zero: lowest compared OMol25 entry of this formula, charge and spin)   493.2 kJ/mol
Charge   +2
Kohn-Sham gap   3.2 eV

Each line ends with the Löwdin charge.
Cartesian coordinates (Å):
O: -2.705 1.127 -4.732  0.393
H: -2.281 1.436 -5.535  0.189
H: -3.307 1.773 -4.355  0.193
H: -1.974 0.952 -4.135  0.181
O: 4.347 1.025 -3.849  0.378
H: 4.271 1.527 -4.663  0.186
H: 4.708 1.646 -3.212  0.188
H: 3.502 0.683 -3.547  0.177
O: 0.162 4.882 -1.875  0.337
H: 0.313 3.950 -1.702  0.146
H: 0.958 5.355 -1.620  0.180
H: -0.128 5.081 -2.768  0.169
C: 0.628 -0.950 0.048  -0.370
O: 0.355 -0.016 -0.962  -0.483
H: 1.664 -1.079 0.360  0.047
H: 0.128 -0.735 0.993  0.043
H: 0.138 -1.874 -0.259  0.055
O: 7.553 -0.369 0.600  -0.057
H: 7.024 -1.051 1.014  0.032
H: 7.978 -0.808 -0.136  0.026
O: -4.088 -1.031 -0.229  -0.055
H: -3.966 -1.314 0.677  0.035
H: -3.200 -0.893 -0.559  0.013
O: -1.867 -6.693 1.836  -0.055
H: -2.371 -7.202 2.472  0.031
H: -2.219 -5.805 1.907  0.023
O: -3.568 3.725 1.205  -0.051
H: -3.904 3.927 0.332  0.016
H: -3.612 2.770 1.265  0.032
O: 2.784 -1.607 5.736  -0.055
H: 1.985 -1.547 6.260  0.028
H: 2.703 -2.437 5.267  0.027
O: -3.911 -1.497 4.343  -0.059
H: -4.784 -1.513 4.734  0.031
H: -3.315 -1.436 5.090  0.030

# 2
C8H15ClN3 | ωB97M-V with the def2-TZVPD basis set

Summary:
Structure (SMILES)   CC(C)n1c(Cl)c[nH]c1=[N+](C)C
LUMO   -2.9 eV
Maximum force   5.51 eV/Å
HOMO   -12.26 eV
Relative energy (zero: lowest compared OMol25 entry of this formula, charge and spin)   154.7 kJ/mol
Charge   +1
Kohn-Sham gap   9.4 eV

Each line ends with the Löwdin charge.
Cartesian coordinates (Å):
C: -1.998 2.142 -0.840  -0.001
C: -2.284 1.090 -0.003  -0.682
C: -0.163 0.744 -0.998  -0.175
C: -2.184 -1.795 1.053  -0.019
C: -0.698 -0.210 2.319  -0.037
C: 1.824 -0.273 -0.308  -0.008
C: 1.629 0.741 -2.599  -0.014
C: -0.990 -0.816 0.935  -0.374
N: -1.255 0.220 0.001  0.025
N: -0.738 1.817 -1.516  0.164
N: 0.957 0.200 -1.409  -0.136
Cl: -3.544 1.067 1.113  0.857
H: -2.613 2.902 -1.098  0.085
H: -2.610 -1.819 1.978  0.045
H: -1.890 -2.829 0.862  0.096
H: -2.917 -1.484 0.325  0.066
H: -1.586 0.207 2.744  0.050
H: 0.054 0.622 2.265  0.098
H: -0.211 -0.979 2.845  0.078
H: 1.514 0.341 0.526  0.089
H: 1.886 -1.377 -0.237  0.122
H: 2.836 0.091 -0.504  0.100
H: 1.055 0.619 -3.479  0.090
H: 2.160 1.691 -2.349  0.119
H: 2.609 0.161 -2.642  0.121
H: -0.036 -1.118 0.600  0.086
H: -0.501 2.239 -2.387  0.156

# 3
C30H48F6O18Pb | ωB97M-V with the def2-TZVPD basis set

Summary:
LUMO   0.5 eV
Maximum force   4.87 eV/Å
HOMO   -7.27 eV
Charge   0
Kohn-Sham gap   7.8 eV

Each line ends with the Löwdin charge.
Cartesian coordinates (Å):
Pb: -0.800 -0.490 0.609  1.711
C: 3.005 -0.231 -0.823  -0.347
O: 3.546 -1.590 -0.664  -0.090
O: 1.745 -0.265 -0.167  -0.335
C: 3.931 0.897 -0.231  -0.539
F: 5.180 0.879 -0.625  0.170
F: 3.429 2.138 -0.476  0.110
F: 3.928 0.799 1.138  0.092
C: 4.293 -2.254 -1.584  -0.351
C: 4.246 -3.754 -1.443  -0.062
H: 4.786 -4.223 -2.265  0.078
H: 4.751 -4.002 -0.509  0.077
H: 3.186 -4.007 -1.425  0.054
H: 5.326 -1.929 -1.461  0.112
H: 4.007 -2.005 -2.606  0.115
H: 2.903 0.025 -1.878  0.116
C: -4.035 -0.568 1.538  -0.445
O: -2.984 0.105 2.188  -0.217
O: -3.378 -1.273 0.541  -0.310
C: -5.126 -1.333 2.516  -0.605
F: -6.158 -0.573 2.862  0.144
F: -5.547 -2.489 2.047  0.156
F: -4.421 -1.605 3.586  0.149
C: -3.296 1.250 3.080  -0.196
C: -2.151 1.141 4.091  -0.080
H: -2.166 2.077 4.649  0.073
H: -2.351 0.261 4.703  0.089
H: -1.171 1.286 3.636  0.046
H: -4.164 1.200 3.736  0.109
H: -3.385 2.216 2.583  0.112
H: -4.590 0.221 1.031  0.129
C: -3.715 -1.600 -3.087  -0.016
O: -2.557 -2.392 -3.286  0.025
C: -1.480 -2.229 -2.568  -0.534
O: -1.116 -1.254 -1.921  -0.004
O: -0.717 -3.374 -2.816  -0.031
C: 0.648 -3.464 -2.340  -0.033
H: -4.594 -1.914 -3.651  0.097
H: -3.548 -0.547 -3.313  0.074
H: -4.019 -1.709 -2.046  0.091
H: 1.122 -2.497 -2.509  0.093
H: 1.121 -4.371 -2.716  0.095
H: 0.742 -3.541 -1.257  0.076
C: 1.596 1.071 -4.197  -0.089
O: 2.852 1.488 -3.973  -0.021
C: 3.087 2.787 -3.730  -0.594
O: 2.256 3.675 -3.728  0.112
O: 4.387 2.820 -3.512  0.007
C: 5.052 4.053 -3.115  -0.013
H: 1.327 0.718 -3.201  0.094
H: 1.603 0.153 -4.785  0.101
H: 0.956 1.839 -4.632  0.100
H: 5.048 4.810 -3.900  0.090
H: 6.123 3.878 -3.012  0.091
H: 4.653 4.474 -2.192  0.094
O: -0.177 1.888 1.228  -0.074
C: 0.058 3.127 1.317  -0.414
O: -0.657 3.932 2.074  0.050
C: -0.386 5.348 1.899  -0.108
C: 0.388 5.296 0.616  -0.165
C: 0.992 3.927 0.484  -0.063
H: 0.113 5.782 2.766  0.124
H: -1.295 5.950 1.864  0.126
H: 1.084 6.134 0.564  0.120
H: -0.204 5.374 -0.296  0.111
H: 1.947 3.972 1.007  0.139
H: 0.969 3.471 -0.506  0.139
O: -0.200 -2.972 1.225  0.026
C: -0.741 -4.016 1.400  -0.473
O: -0.084 -4.950 2.066  0.044
C: -0.599 -6.251 1.919  -0.124
C: -1.745 -6.071 0.850  -0.143
C: -1.931 -4.643 0.729  -0.080
H: -0.900 -6.546 2.924  0.120
H: 0.187 -6.958 1.655  0.122
H: -2.672 -6.558 1.153  0.119
H: -1.372 -6.593 -0.031  0.118
H: -2.744 -4.308 1.374  0.146
H: -1.954 -4.321 -0.312  0.137
O: 0.108 -0.515 2.821  -0.097
C: 0.948 -0.742 3.720  -0.299
O: 0.606 -0.967 5.061  0.050
C: 1.676 -1.439 5.769  -0.240
C: 2.781 -1.540 4.847  -0.176
C: 2.446 -0.943 3.471  -0.017
H: 1.575 -2.491 6.037  0.130
H: 1.812 -0.843 6.671  0.136
H: 2.983 -2.590 4.636  0.118
H: 3.708 -1.164 5.281  0.123
H: 2.555 -1.594 2.603  0.137
H: 2.866 0.045 3.284  0.125
O: -1.659 1.795 -1.185  0.048
C: -2.324 2.600 -1.872  -0.370
O: -2.152 3.952 -1.773  0.030
C: -2.505 4.475 -3.023  -0.195
C: -3.702 3.667 -3.476  -0.166
C: -3.295 2.279 -3.014  -0.073
H: -1.738 4.389 -3.793  0.134
H: -2.793 5.522 -2.931  0.131
H: -3.869 3.723 -4.551  0.120
H: -4.606 3.990 -2.960  0.119
H: -2.710 1.876 -3.840  0.133
H: -4.154 1.720 -2.641  0.130

# 4
CHF2IS | ωB97M-V with the def2-TZVPD basis set

Summary:
LUMO   -1.4 eV
Maximum force   2.38 eV/Å
HOMO   -9.26 eV
Relative energy (zero: lowest compared OMol25 entry of this formula, charge and spin)   203.2 kJ/mol
Charge   0
Kohn-Sham gap   7.9 eV

Each line ends with the Löwdin charge.
Cartesian coordinates (Å):
C: 3.901 0.731 1.961  -0.324
F: 3.320 1.834 2.459  -0.032
F: 4.667 1.192 0.993  -0.023
S: 0.069 0.734 -0.938  0.092
I: 1.943 -0.107 0.339  0.611
H: -0.239 -0.452 -1.256  -0.324

# 5
C33H41ClIN6ORuSSe | ωB97M-V with the def2-TZVPD basis set

Summary:
LUMO (spin up / spin down)   -6.1 / -6.5 eV
Maximum force   4.04 eV/Å
HOMO (spin up / spin down)   -11.75 / -11.74 eV
Relative energy (zero: lowest compared OMol25 entry of this formula, charge and spin)   246.3 kJ/mol
Charge   +2
Kohn-Sham gap (spin up / spin down)   5.6 / 5.2 eV
Spin multiplicity   2

Each line ends with the Löwdin spin population.
Cartesian coordinates (Å):
Ru: -1.690 -0.269 0.078  0.811
Cl: -6.219 -3.701 4.416  0.001
C: -4.814 -3.115 3.610  0.002
C: -3.600 -3.719 3.837  -0.001
C: -2.454 -3.268 3.188  0.003
I: -0.582 -4.144 3.508  0.002
C: -2.472 -2.204 2.276  0.000
O: -1.413 -1.804 1.662  0.034
C: -3.737 -1.560 2.077  -0.001
N: -3.737 -0.485 1.257  -0.007
C: -4.870 0.140 1.004  0.003
C: -6.086 -0.261 1.569  -0.001
C: -6.109 -1.327 2.434  0.003
C: -4.913 -2.016 2.723  -0.001
H: -3.537 -4.552 4.522  0.000
H: -4.814 0.989 0.335  0.000
H: -6.987 0.280 1.322  0.000
H: -7.032 -1.641 2.899  0.000
S: -2.913 1.111 -1.641  0.055
C: -3.023 -0.436 -2.423  0.003
C: -3.473 -0.619 -3.727  0.002
C: -3.460 -1.900 -4.247  0.000
C: -3.035 -2.961 -3.451  0.002
C: -2.631 -2.698 -2.157  -0.002
N: -2.617 -1.460 -1.666  -0.010
H: -3.806 0.229 -4.309  0.000
H: -3.774 -2.080 -5.266  0.000
H: -3.019 -3.972 -3.829  0.000
H: -2.311 -3.483 -1.485  0.000
C: 1.100 -2.373 -3.679  0.001
C: 2.582 -2.102 -3.430  0.000
C: 3.153 -2.871 -2.238  0.000
C: 2.710 -2.344 -0.870  0.001
N: 3.132 -0.970 -0.637  0.003
C: 2.339 0.113 -0.594  0.017
Se: 0.495 0.134 -0.913  0.075
N: 3.090 1.211 -0.355  -0.001
C: 2.618 2.579 -0.239  0.005
C: 3.045 3.464 -1.414  0.000
C: 2.492 3.022 -2.769  0.000
C: 1.001 3.299 -2.945  0.002
C: 4.415 0.818 -0.239  -0.001
C: 5.572 1.536 0.033  0.000
C: 6.752 0.822 0.099  -0.001
C: 6.779 -0.564 -0.083  0.000
C: 5.629 -1.284 -0.335  0.000
C: 4.441 -0.568 -0.419  0.000
H: 0.780 -1.876 -4.594  0.000
H: 0.475 -2.003 -2.865  0.001
H: 0.921 -3.442 -3.792  0.000
H: 2.745 -1.028 -3.294  0.000
H: 3.139 -2.401 -4.319  0.000
H: 4.243 -2.848 -2.290  0.000
H: 2.841 -3.916 -2.301  0.000
H: 3.144 -2.967 -0.085  0.000
H: 1.625 -2.384 -0.774  0.000
H: 3.017 2.995 0.691  0.000
H: 1.529 2.546 -0.181  0.004
H: 4.135 3.485 -1.462  0.000
H: 2.704 4.480 -1.200  0.000
H: 2.690 1.956 -2.920  0.000
H: 3.037 3.564 -3.542  0.000
H: 0.387 2.685 -2.286  0.003
H: 0.704 3.077 -3.968  0.000
H: 0.779 4.349 -2.752  0.000
H: 5.558 2.605 0.191  0.000
H: 7.675 1.345 0.305  0.000
H: 7.724 -1.084 -0.014  0.000
H: 5.657 -2.357 -0.455  0.000
N: -0.972 3.128 4.263  0.000
C: -0.219 1.834 4.188  0.000
C: -0.970 0.865 3.273  0.000
N: -1.190 1.439 1.951  -0.004
C: -1.917 2.698 2.022  0.000
C: -1.189 3.717 2.902  0.000
H: -0.472 3.793 4.859  0.000
H: -1.884 2.954 4.698  0.000
H: -0.112 1.416 5.188  0.000
H: 0.775 2.043 3.790  0.000
H: -1.941 0.611 3.710  0.000
H: -0.404 -0.062 3.175  0.000
H: -0.291 1.587 1.491  0.000
H: -2.917 2.501 2.421  0.000
H: -2.038 3.104 1.017  0.000
H: -1.770 4.635 2.991  0.000
H: -0.214 3.959 2.478  0.000